Record 1
{
  "formula": "CH10N2O2",
  "method": "ωB97M-V/def2-TZVPD",
  "energy_ev": -8274.277,
  "max_force_ev_per_a": 0.76,
  "e_homo_ha": -0.3641,
  "total_charge": 0,
  "homo_lumo_gap_ev": 10.626,
  "e_lumo_ev": 0.72,
  "elements": ["N", "C", "N", "H", "H", "H", "H", "H", "H", "O", "H", "H", "O", "H", "H"],
  "coordinates": [[-1.42276, -1.23159, 0.20855], [-0.48486, -0.14856, 0.06806], [0.01562, 0.41173, 1.35832], [-1.01998, -1.91307, 0.84646], [-2.27664, -0.90198, 0.64215], [0.37855, -0.53459, -0.49360], [-0.89991, 0.65042, -0.56072], [-0.74266, 0.35479, 2.02933], [0.15233, 1.40605, 1.21649], [-0.39004, 2.38958, -3.05435], [-0.05447, 1.71447, -2.45147], [-0.22782, 1.99524, -3.91888], [1.96159, -1.63920, 1.54149], [2.84565, -1.50059, 1.18281], [1.59305, -0.75765, 1.75488]]
}

Record 2
{
  "formula": "C3H3CsMgO3",
  "method": "ωB97M-V/def2-TZVPD",
  "energy_ev": -15282.973,
  "max_force_ev_per_a": 0.80,
  "spin_multiplicity": 2,
  "e_homo_ha": [-0.3847, -0.3001],
  "total_charge": 1,
  "homo_lumo_gap_ev": [6.695, 3.609],
  "e_lumo_ev": [-3.77, -4.56],
  "elements": ["C", "C", "O", "O", "H", "H", "O", "C", "Cs", "Mg", "H"],
  "coordinates": [[0.62114, -0.07233, 0.44982], [1.83899, -0.86898, 0.09732], [2.99108, -0.24465, 0.65882], [-0.45467, -0.13375, -0.04787], [1.90887, -0.93074, -0.99980], [1.70287, -1.88721, 0.49427], [4.24421, -1.79820, -0.32173], [4.17685, -0.76484, 0.39780], [-5.43438, 1.24094, 0.87017], [6.15705, -1.30598, 0.19003], [-5.54019, -1.09291, -0.78494]]
}

Record 3
{
  "formula": "C19H40NO21PS5",
  "method": "ωB97M-V/def2-TZVPD",
  "energy_ev": -128300.296,
  "max_force_ev_per_a": 2.09,
  "e_homo_ha": -0.3048,
  "total_charge": 0,
  "homo_lumo_gap_ev": 8.116,
  "e_lumo_ev": -0.18,
  "elements": ["C", "C", "C", "C", "C", "N", "C", "O", "O", "C", "C", "C", "S", "O", "O", "O", "P", "C", "C", "H", "H", "H", "H", "H", "H", "H", "H", "H", "H", "H", "H", "H", "H", "H", "H", "H", "H", "H", "H", "H", "H", "H", "H", "O", "S", "O", "O", "C", "C", "O", "H", "H", "H", "H", "O", "S", "O", "O", "C", "C", "O", "H", "H", "H", "H", "O", "S", "O", "O", "C", "C", "O", "H", "H", "H", "H", "O", "S", "O", "O", "C", "C", "O", "H", "H", "H", "H"],
  "coordinates": [[3.24466, -2.16056, -0.62527], [3.41761, -0.73579, -1.17661], [2.73059, 0.38867, -0.35777], [1.76005, -0.06786, 0.75606], [1.27167, 1.20169, 1.49132], [0.01396, 1.79528, 0.94072], [-0.99563, 1.84994, 1.90201], [-1.38414, 2.85810, 2.42297], [-1.57575, 0.68662, 2.26488], [-2.07312, -0.15712, 1.22108], [-2.79270, 0.63829, 0.13635], [-3.38849, -0.37392, -0.87037], [-3.88634, 0.39550, -2.40039], [-2.73086, 0.46139, -3.25145], [-5.08164, -0.23347, -2.88634], [-4.22140, 1.90994, -2.03152], [0.10133, 3.30615, 0.07086], [0.58080, 2.91684, -1.65083], [1.42451, 4.32282, 0.79216], [3.83289, -2.83699, -1.25419], [2.19037, -2.43365, -0.73402], [3.55683, -2.25374, 0.41579], [4.49072, -0.51884, -1.21262], [3.04382, -0.73768, -2.20535], [3.51164, 1.00144, 0.09998], [2.12654, 0.99752, -1.03997], [2.28800, -0.70697, 1.46120], [0.89877, -0.57609, 0.31210], [1.09553, 0.95920, 2.54589], [2.08613, 1.92541, 1.43562], [-1.34303, -0.85487, 0.79412], [-2.80128, -0.81247, 1.71795], [-2.10157, 1.28990, -0.40559], [-3.61068, 1.21088, 0.58678], [-2.58522, -1.05371, -1.16892], [-4.24728, -0.89487, -0.44323], [-4.68612, 1.96579, -1.18072], [0.09974, 1.98719, -1.97149], [1.65994, 2.85581, -1.82989], [0.17242, 3.72491, -2.26484], [2.44143, 3.91761, 0.69153], [1.39472, 5.30504, 0.31658], [1.21338, 4.42821, 1.85992], [5.49904, -2.25160, 2.20286], [5.57870, -0.84258, 2.07249], [4.41758, -0.02917, 2.12911], [6.38811, -0.50226, 0.73662], [7.53381, 0.30873, 1.03200], [7.92086, -0.09937, 2.43932], [6.66155, -0.28146, 3.10352], [7.24040, 1.35888, 0.98247], [8.31459, 0.11134, 0.30302], [8.49775, 0.66004, 2.95881], [8.46215, -1.04702, 2.45155], [-4.72134, 2.62540, 7.57662], [-5.28548, 2.60970, 6.27481], [-6.69145, 2.56390, 6.08856], [-4.59344, 1.43158, 5.44564], [-3.99724, 1.94567, 4.24260], [-3.61435, 3.36582, 4.59320], [-4.70586, 3.82154, 5.41577], [-4.74661, 1.91778, 3.44714], [-3.14118, 1.34001, 3.96373], [-3.51505, 4.00196, 3.72054], [-2.69312, 3.39950, 5.17566], [-0.01424, -4.65115, 0.57553], [-1.07003, -3.84517, 0.09322], [-0.84831, -2.50722, -0.34578], [-2.24219, -3.84293, 1.18022], [-3.47334, -4.29679, 0.59489], [-3.03360, -5.24208, -0.50499], [-1.86830, -4.60661, -1.05683], [-4.00820, -3.43405, 0.19230], [-4.07892, -4.78024, 1.35590], [-3.78097, -5.36574, -1.28294], [-2.74533, -6.21788, -0.11116], [2.20380, -0.90549, -6.03592], [1.19707, -1.62742, -6.72770], [1.53363, -2.60320, -7.70003], [0.16738, -0.57498, -7.35043], [-1.16663, -0.84212, -6.89160], [-0.96946, -1.45500, -5.52193], [0.19057, -2.29000, -5.68006], [-1.63867, -1.54121, -7.58445], [-1.73548, 0.08260, -6.85921], [-1.81328, -2.05812, -5.20078], [-0.75776, -0.69514, -4.76879]]
}

Record 4
{
  "formula": "C35H41Cl2F3KN3O2Sb",
  "method": "ωB97M-V/def2-TZVPD",
  "energy_ev": -101581.298,
  "max_force_ev_per_a": 2.80,
  "e_homo_ha": -0.4101,
  "total_charge": 1,
  "homo_lumo_gap_ev": 8.612,
  "e_lumo_ev": -2.55,
  "elements": ["K", "C", "C", "C", "C", "C", "C", "C", "C", "C", "H", "H", "H", "H", "H", "H", "H", "H", "H", "H", "H", "H", "N", "C", "C", "C", "N", "C", "C", "N", "C", "H", "H", "H", "H", "H", "H", "H", "H", "H", "H", "H", "H", "H", "H", "H", "H", "F", "C", "C", "C", "C", "C", "C", "Sb", "C", "C", "C", "C", "F", "C", "C", "C", "C", "C", "C", "F", "C", "C", "H", "H", "H", "H", "H", "H", "H", "H", "H", "H", "H", "H", "Cl", "C", "Cl", "C", "O", "O", "H"],
  "coordinates": [[-1.03771, -0.16023, 1.97814], [-5.14603, 2.49821, 2.06793], [-4.67490, 1.21263, 1.40378], [-4.51971, 1.13051, -0.02174], [-4.21312, -0.01780, -0.71291], [-4.19650, 0.07569, -2.22214], [-3.91598, -1.18059, 0.04091], [-4.14571, -1.16672, 1.43809], [-4.22106, -2.41588, 2.27771], [-4.40707, 0.04665, 2.14096], [-5.04880, 2.42134, 3.12837], [-6.16797, 2.75678, 1.79154], [-4.48917, 3.31079, 1.70827], [-4.60973, 2.02438, -0.63870], [-4.93215, 0.85451, -2.52985], [-4.47262, -0.83066, -2.73215], [-3.18889, 0.38059, -2.55576], [-3.55536, -2.06783, -0.44924], [-3.32422, -2.48945, 2.95029], [-4.19812, -3.29421, 1.61175], [-5.10635, -2.40882, 2.84939], [-4.41646, 0.04743, 3.22147], [0.25436, -3.11711, -0.72558], [1.42132, -4.06178, -0.75800], [1.14143, -5.24688, 0.15899], [1.05098, -4.89571, 1.67116], [-0.15844, -4.00594, 1.87166], [2.32832, -4.15061, 2.15475], [2.71946, -2.93521, 1.24210], [1.80508, -1.76520, 1.49422], [2.72025, -3.33657, -0.29444], [-0.44696, -3.42079, -1.40585], [0.57548, -2.18316, -1.00753], [-0.15467, -3.39000, 1.01603], [1.58542, -4.40554, -1.75758], [1.92476, -5.99713, 0.02804], [0.21009, -5.67100, -0.18793], [0.90695, -5.86018, 2.21177], [-0.15128, -3.35763, 2.66351], [-1.02062, -4.57315, 1.88984], [3.16007, -4.89369, 2.13176], [2.16431, -3.83087, 3.18487], [3.75719, -2.61613, 1.48991], [2.16037, -1.00587, 0.92603], [1.98273, -1.46435, 2.46515], [3.53976, -4.04076, -0.41770], [2.93003, -2.44035, -0.87064], [-1.40202, 4.32556, -6.97593], [-0.93194, 3.74313, -5.83631], [0.40743, 3.44335, -5.71674], [0.87062, 3.00032, -4.46011], [0.02307, 2.79763, -3.39090], [-1.31590, 3.10145, -3.57682], [-1.82535, 3.58063, -4.78078], [0.69871, 1.83171, -1.60620], [1.25720, 3.68960, -0.64371], [1.35446, 4.92214, -1.24394], [1.41118, 6.09970, -0.48463], [1.48055, 5.97505, 0.88633], [1.55842, 7.09098, 1.65909], [1.51689, 4.72556, 1.53541], [1.34883, 3.62219, 0.73138], [2.79923, 1.25688, -1.94755], [3.84945, 1.66293, -1.11449], [5.14722, 1.22742, -1.21709], [5.48688, 0.38539, -2.28955], [6.73025, -0.03154, -2.41459], [4.50105, -0.04121, -3.17866], [3.17572, 0.42792, -2.99178], [1.12173, 3.57363, -6.51487], [1.89665, 2.70997, -4.38946], [-2.01686, 3.00198, -2.77369], [-2.89492, 3.76431, -4.88114], [1.25168, 5.03768, -2.32924], [1.51244, 7.02726, -1.04600], [1.58886, 4.61965, 2.64145], [1.28260, 2.66278, 1.21250], [3.60789, 2.33607, -0.29182], [5.87521, 1.62586, -0.51267], [4.68243, -0.75649, -3.99957], [2.42253, 0.04093, -3.68877], [-0.79067, -2.93051, 6.95874], [0.10274, -1.52292, 6.17508], [1.79323, -2.02265, 6.15044], [-0.52324, -1.19587, 4.85201], [-0.44731, -2.12572, 4.02478], [-1.04829, -0.05435, 4.70446], [0.02259, -0.69014, 6.84466]]
}

Record 5
{
  "formula": "C5H5BrFNO",
  "method": "ωB97M-V/def2-TZVPD",
  "energy_ev": -81559.076,
  "max_force_ev_per_a": 4.67,
  "e_homo_ha": -0.3104,
  "total_charge": 0,
  "homo_lumo_gap_ev": 8.884,
  "e_lumo_ev": 0.44,
  "elements": ["C", "C", "C", "C", "C", "N", "O", "F", "Br", "H", "H", "H", "H", "H"],
  "coordinates": [[-2.48703, 0.15279, -0.40718], [-0.25867, -0.35762, -0.65244], [-1.23858, 0.59744, -0.41391], [-1.06595, -1.46063, -0.84480], [1.17134, -0.87464, 2.54014], [-2.43360, -1.21290, -0.73830], [0.37735, 0.01372, 2.93838], [-0.96404, 1.94267, -0.14822], [-0.42614, -3.21062, -1.38424], [-3.46850, 0.59326, -0.28079], [0.95502, -1.91010, 3.06075], [0.82254, -0.42669, -0.57241], [-3.24237, -1.82695, -1.00116], [-0.31072, -0.18731, 3.65624]]
}